Entry 1:
138
Properties=species:S:1:pos:R:3 method="wB97M-V/def2-TZVPD" lumo_energy_ev=-5.38 total_charge=+1
C 1.7202 -4.2189 -4.4542
C 2.0345 -2.8844 -3.7324
C 3.4648 -2.3006 -3.9717
Br 4.7158 -3.5934 -4.7769
C 3.4857 -0.9889 -4.8092
S 2.7561 -1.1177 -6.5884
O 1.2055 -1.4319 -6.4968
O 3.3689 -2.1285 -7.3772
F 2.9388 0.3803 -7.4857
O 2.5098 -0.0560 -4.2061
P 3.0653 1.5654 -3.8517
F 2.4702 2.3311 -5.3726
S 3.8711 3.5140 -3.2598
O 4.5940 1.2782 -4.5289
C 4.8354 -0.1246 -4.7557
C 5.9351 -0.5688 -3.7512
C 6.9781 0.5613 -3.4331
C 6.5470 1.2242 -2.0977
C 6.9299 0.4021 -0.8306
C 7.1480 1.3826 0.3754
C 5.8214 1.8730 0.9916
O 5.4703 1.1390 2.1565
C 4.2909 1.6576 2.7519
H 1.6676 -4.0567 -5.5410
H 2.3781 -5.0487 -4.1689
H 0.6990 -4.5254 -4.1531
H 1.2297 -2.1673 -3.9698
H 1.9483 -3.0910 -2.6495
H 3.8894 -2.0842 -2.9791
H 3.3761 1.1244 -2.5257
H 1.8039 2.0272 -3.3518
H 3.5297 4.3724 -4.2500
H 5.2550 -0.2914 -5.7719
H 6.4793 -1.4046 -4.2224
H 5.5417 -0.8977 -2.7739
H 7.0548 1.3140 -4.2316
H 7.9667 0.0729 -3.3571
H 5.4497 1.3237 -2.1074
H 6.9537 2.2403 -1.9652
H 6.0909 -0.2496 -0.5202
H 7.8773 -0.1533 -0.9343
H 7.6903 2.2672 0.0005
H 7.7646 0.9312 1.1691
H 4.9943 1.8927 0.2486
H 5.9767 2.9263 1.3101
H 3.6934 2.2925 2.0762
H 4.4842 2.2375 3.6782
H 3.6744 0.7954 3.0622
O 0.3669 2.8382 0.3023
C -0.1390 3.3530 -0.6765
N -0.1698 2.6966 -1.8726
C -0.7648 4.7211 -0.6566
H -0.5822 3.0790 -2.7036
H 0.2398 1.7793 -1.9103
H -0.0106 5.4502 -0.3610
H -1.5798 4.7254 0.0665
H -1.1621 5.0035 -1.6295
C -1.7277 -4.5950 -7.7421
C -0.7877 -3.5914 -7.3052
N -0.0607 -2.7872 -6.9195
H -1.3735 -5.6048 -7.5356
H -2.6929 -4.4727 -7.2419
H -1.9128 -4.5257 -8.8150
Mg 1.2014 0.3763 -5.4717
O -4.0799 4.3211 0.6690
C -4.2281 3.1327 0.6196
O -4.1286 2.5109 -0.5726
C -4.0587 1.0935 -0.7448
C -5.4393 0.4780 -0.8558
C -4.6158 2.3302 1.8368
H -3.4572 0.6317 0.0403
H -3.5205 0.9341 -1.6787
H -6.0162 0.6174 0.0615
H -5.3697 -0.5877 -1.0588
H -6.0015 0.9534 -1.6608
H -5.7027 2.2646 1.8939
H -4.2483 2.8510 2.7184
H -4.1748 1.3347 1.8589
C 7.0870 -0.0681 5.4766
Cl 7.4825 1.6091 5.0604
Cl 7.4427 -1.1209 4.0999
Cl 8.0557 -0.5708 6.8702
Cl 5.3710 -0.1848 5.8787
C -3.6404 8.4744 -1.6497
C -3.3546 7.5843 -2.8426
O -2.9966 6.2754 -2.3883
O -2.5052 8.5314 -0.7991
H -3.8858 9.4883 -1.9671
H -4.4769 8.0698 -1.0651
H -2.5051 7.9662 -3.4082
H -4.2235 7.5143 -3.5042
H -3.7888 5.8680 -2.0173
H -2.1250 7.6435 -0.8011
O -4.7313 -4.4816 -9.8826
S -5.3990 -4.5341 -8.5674
O -5.4097 -3.1823 -7.9610
O -4.6506 -5.4534 -7.6808
O -6.7819 -4.9988 -8.7373
C -6.4206 -1.9673 2.7446
N -7.8546 -2.4026 2.5890
C -8.6850 -1.6115 3.5578
C -7.9701 -3.8572 2.9202
C -8.3767 -2.1103 1.1885
C -7.6843 -2.8486 0.0606
O -6.3027 -2.5173 0.0161
H -6.1915 -1.9486 3.8097
H -5.7708 -2.6861 2.2617
H -6.3081 -0.9735 2.3197
H -8.3307 -1.8167 4.5652
H -9.7238 -1.9190 3.4559
H -8.5744 -0.5548 3.3252
H -7.3215 -4.4258 2.2601
H -9.0075 -4.1602 2.7928
H -7.6569 -3.9992 3.9523
H -8.2712 -1.0337 1.0503
H -9.4358 -2.3680 1.1945
H -8.1459 -2.5522 -0.8851
H -7.7964 -3.9318 0.1627
H -5.8955 -3.0478 -0.6793
Cs 1.7952 1.5798 -8.8552
C 4.0510 -2.0303 10.7311
C 3.8153 -1.7612 9.2302
C 3.0725 -0.4718 8.8643
F 1.8333 -0.4226 9.3846
F 2.9280 -0.3864 7.5155
F 3.2079 -2.8366 8.6807
F 5.0461 -1.6830 8.6539
O 3.1483 -2.9068 11.4067
C 1.9526 -2.4118 11.9076
C 0.7318 -3.0098 11.2008
F 0.7673 -2.7934 9.8726
F -0.4026 -2.4410 11.6724
F 1.9573 -1.0666 11.8847
F 1.9073 -2.7680 13.2080
H 5.0043 -2.5563 10.7830
H 4.2078 -1.1081 11.2914
H 3.6262 0.4098 9.1984
H 0.6810 -4.0874 11.3711


Entry 2:
14
Properties=species:S:1:pos:R:3 method="wB97M-V/def2-TZVPD" lumo_energy_ev=1.13 smiles=C#CC1(C)CC1
C -0.4496 -1.7934 1.8839
C -0.2938 -1.0516 0.9459
C 0.0064 -0.0752 -0.0844
C 0.9379 -0.5474 -1.1883
C -1.0336 0.9643 -0.4364
C 0.1038 1.3394 0.4596
H -0.5623 -2.4397 2.7252
H 1.3575 0.3148 -1.7181
H 0.3982 -1.1669 -1.9139
H 1.7616 -1.1435 -0.7819
H -2.0396 0.8775 -0.0323
H -0.9800 1.3158 -1.4646
H 0.8955 1.9839 0.0823
H -0.1020 1.4219 1.5229


Entry 3:
27
Properties=species:S:1:pos:R:3 method="wB97M-V/def2-TZVPD" lumo_energy_ev=0.67 smiles="C[C@@](N)(O)S(=O)(=O)Cc1ccccc1"
C 2.9600 -1.0784 0.6223
C 2.0021 -0.9433 1.7142
N 1.5582 -2.2808 2.4694
O 2.2049 0.0951 2.4882
S 0.3222 -0.4143 0.9076
O -0.3825 0.0335 2.0866
O -0.2848 -1.4628 0.1750
C 0.5480 1.0019 -0.3664
C -0.7102 1.0126 -1.0451
C -1.7787 1.6924 -0.3880
C -3.0541 1.5110 -0.8476
C -3.3023 0.8580 -2.0592
C -2.2256 0.3965 -2.7723
C -0.9410 0.3458 -2.2421
H 3.0355 -2.2321 0.4891
H 2.6741 -0.7070 -0.2913
H 3.8330 -0.5230 0.8600
H 0.5696 -2.2769 2.5751
H 1.8399 -3.2062 2.1094
H 1.3871 0.2481 2.9832
H 0.5589 1.9414 0.2578
H 1.4921 1.0453 -0.9830
H -1.6043 1.9966 0.6299
H -3.8304 2.0239 -0.2762
H -4.3759 1.0685 -2.5045
H -2.4021 -0.1428 -3.7510
H -0.0938 -0.0030 -2.8410


Entry 4:
24
Properties=species:S:1:pos:R:3 method="wB97M-V/def2-TZVPD" lumo_energy_ev=1.02 smiles="C/C=C/C.CCSC"
C -2.8688 -1.3840 -0.0852
C -2.5514 -0.1322 0.6784
C -1.7041 -0.1931 1.7116
C -1.3014 0.9961 2.5118
H -2.3871 -2.2539 0.4292
H -3.9659 -1.5335 -0.1426
H -2.4312 -1.3894 -1.1271
H -2.9788 0.8192 0.3647
H -1.3113 -1.1730 1.8756
H -1.8010 1.9061 2.1214
H -1.5169 0.9056 3.6047
H -0.1904 1.1883 2.4434
C 3.0322 -1.1605 -2.3182
C 2.4308 -0.3177 -1.1948
S 1.6369 1.1887 -1.7908
C 0.9497 1.7797 -0.2559
H 3.5238 -2.0804 -1.9020
H 3.8564 -0.5816 -2.7733
H 2.3097 -1.3903 -3.1416
H 3.2374 -0.0103 -0.4432
H 1.6139 -1.0066 -0.7930
H 0.0916 1.1248 0.0273
H 1.6581 1.8498 0.5912
H 0.6676 2.8480 -0.3917